A cluster of 12 separate species, C40H64O24 in total at a distorted geometry, computed with ωB97M-V/def2-TZVPD.

Output
- Kohn-Sham gap (eV) = 7.6536
- charge = 0
- total energy (eV) = -91647.861

Atoms and positions in Å:
O 6.5416 3.9107 -2.9094
C 6.0981 2.8078 -2.6056
C 6.8028 1.6083 -3.1584
C 6.2433 0.3643 -3.0450
C 4.9657 0.1602 -2.3334
O 4.4605 -0.9296 -2.2983
C 4.3448 1.3639 -1.6694
C 4.9445 2.5364 -1.7082
H 7.7233 1.8944 -3.6975
H 6.7683 -0.4789 -3.3972
H 3.4767 1.1826 -1.0490
H 4.4834 3.3848 -1.1369
O -5.3598 -4.4113 2.2704
C -5.1885 -3.3673 1.6708
C -6.3998 -2.6316 1.2981
C -6.3809 -1.3986 0.6825
C -5.0570 -0.7857 0.3294
O -5.0646 0.3968 -0.0556
C -3.8733 -1.5298 0.7030
C -3.9488 -2.7281 1.3231
H -7.2628 -3.2165 1.5439
H -7.1721 -0.6428 0.4900
H -2.8758 -1.1061 0.6154
H -3.0791 -3.1783 1.7385
O -0.7620 4.9256 0.0200
C -1.8519 4.5932 0.3742
C -2.2944 4.9252 1.7188
C -3.5779 5.0356 1.8993
C -4.4791 4.4401 0.9664
O -5.7028 4.3820 1.1640
C -3.9913 3.9646 -0.3203
C -2.7008 3.9433 -0.6072
H -1.5381 5.2381 2.4468
H -4.0768 5.4470 2.8167
H -4.7879 3.6842 -0.9942
H -2.1961 3.4790 -1.4415
O 5.0642 -3.5193 -4.7862
C 4.0770 -3.3095 -4.1476
C 3.1039 -2.2290 -4.6259
C 1.8972 -2.0672 -4.0115
C 1.6162 -2.8082 -2.7195
O 0.4969 -2.7494 -2.2380
C 2.6515 -3.6822 -2.1564
C 3.8063 -3.9655 -2.8701
H 3.3806 -1.6745 -5.5357
H 1.1550 -1.3375 -4.3251
H 2.3707 -4.1165 -1.1328
H 4.5590 -4.6261 -2.5161
O 1.0966 -3.1217 1.6080
C 0.2186 -3.5236 2.7220
C -0.2657 -2.3083 3.4340
O 0.8462 -1.6940 4.0840
H 1.9759 -2.9260 1.9874
H -0.6237 -4.0666 2.1962
H 0.7666 -4.2986 3.3009
H -1.0012 -2.6466 4.1858
H -0.7396 -1.5637 2.7225
H 1.4502 -1.3303 3.4065
O 3.6236 -1.4167 2.5845
C 4.3873 -0.5706 1.6957
C 5.1406 0.4640 2.5086
O 5.9281 -0.1988 3.5001
H 4.2757 -1.6927 3.2601
H 5.0121 -1.1800 1.1054
H 3.6649 -0.0921 1.0575
H 4.5087 1.1727 3.0472
H 5.7323 1.1309 1.8501
H 6.6767 -0.5659 2.9826
O -0.5240 -1.2520 0.3457
C 0.3613 -0.2789 -0.2628
C 0.4853 0.9113 0.6374
O -0.4888 1.9038 0.5815
H 0.0328 -2.0153 0.5255
H 1.3332 -0.7572 -0.3879
H 0.0041 0.0077 -1.1898
H 1.4706 1.3485 0.4360
H 0.6650 0.5951 1.6727
H -0.1258 2.6058 0.0687
O -1.6788 2.0482 2.8525
C -2.4287 0.8598 3.2121
C -3.3703 1.2209 4.3204
O -4.2752 2.1652 4.0347
H -1.3817 2.0333 1.9389
H -2.9948 0.4893 2.3831
H -1.7218 0.1031 3.5918
H -2.7952 1.4715 5.1909
H -3.9421 0.2870 4.5013
H -3.9309 2.8876 3.5397
O 2.1629 3.6996 -1.2500
C 1.9140 3.4105 -2.6006
C 0.4947 3.5551 -2.9465
O -0.1749 2.3926 -2.5352
H 1.5758 4.4036 -1.0378
H 2.5655 4.1430 -3.1688
H 2.2915 2.4081 -2.7606
H 0.4468 3.6492 -4.0465
H 0.0939 4.3861 -2.4221
H -0.1737 1.7659 -3.2736
O -0.3574 0.7877 5.5584
C 0.8942 1.4536 6.0341
C 1.5957 2.0070 4.8416
O 0.9377 2.9338 3.9629
H -0.0799 -0.0034 5.0445
H 0.6412 2.2407 6.7558
H 1.5227 0.7119 6.5276
H 1.9669 1.1330 4.2789
H 2.5066 2.5590 5.2019
H 0.1805 2.5443 3.5578
O -3.3617 -2.4063 -2.2125
C -3.7493 -3.7749 -2.0139
C -2.4959 -4.5952 -1.9923
O -2.8374 -5.9994 -1.9035
H -2.6143 -2.1654 -1.6324
H -4.3428 -3.9945 -1.1401
H -4.3697 -4.0260 -2.8607
H -1.8769 -4.2179 -1.1371
H -1.9654 -4.5042 -2.9117
H -2.9503 -6.1034 -0.9702
O -2.7470 -0.5840 -6.2915
C -2.1112 -1.1973 -5.1708
C -1.6116 -0.2958 -4.0679
O -0.6080 0.6529 -4.5592
H -3.2849 -1.2716 -6.6055
H -2.8858 -1.8095 -4.6425
H -1.2608 -1.8061 -5.5078
H -1.0673 -0.9226 -3.3561
H -2.4778 0.1656 -3.5399
H -1.1646 1.2889 -5.0174